Entry 1:
The following is a DFT calculation (the ωB97M-V functional and the def2-TZVPD basis) of a structure of composition C19H20N2O7S in a non-equilibrium geometry.

Structure (ORCA input):
```
! RIJCOSX wB97M-V def2-TZVPD def2/J DEFGRID3
* xyz 0 1
C -5.13709 -2.77674 1.50285
H -5.19324 -3.46719 0.57524
H -4.54262 -3.20165 2.21537
H -6.10010 -2.41039 1.70438
O -4.29213 -1.90095 0.88909
C -4.79236 -1.03694 0.08181
O -5.88012 -1.25087 -0.36947
C -3.79524 0.14336 -0.43054
C -4.12666 0.99751 -1.46297
C -3.14745 1.92671 -1.72172
C -2.05412 2.35671 -1.00474
C -1.80965 1.39796 -0.04884
C -2.56823 0.10911 0.29048
H -2.33864 -0.27795 1.26154
N -0.50976 1.47831 0.61581
C -0.02877 0.71026 1.85744
O -0.43882 -0.36377 2.33993
C 1.43085 1.14525 2.15883
N 2.48723 1.11145 0.90417
S 2.43521 2.22652 -0.08909
O 1.77383 3.35084 0.22487
O 1.90154 1.80145 -1.32920
C 4.23799 2.57691 -0.23234
H 4.50250 2.87063 0.85354
H 4.43098 3.37165 -1.29893
H 4.79402 1.54217 -0.54952
C 2.60904 -0.51798 0.53344
C 3.76510 -0.82901 0.96600
C 3.92856 -2.34005 0.73846
C 3.15162 -2.95422 -0.14953
C 1.99274 -2.13831 -0.74301
C 1.66353 -0.98224 -0.45707
H 0.85601 -0.40970 -0.68775
O 1.25730 -3.20788 -1.53655
C 1.95567 -4.36711 -1.53109
O 3.19138 -3.97575 -0.70024
H 2.30386 -4.53742 -2.74136
H 1.34974 -5.08580 -0.86918
H 4.86258 -2.77638 1.00543
H 4.27797 -0.34500 1.76593
H 1.90326 0.53850 3.09124
H 1.34272 2.33566 2.55798
H -0.04059 2.23335 0.44714
C -1.09311 3.09532 -1.41500
H -0.95448 3.99695 -0.70024
H -1.30003 3.73074 -2.29030
H -0.00625 2.70193 -1.71014
H -3.28571 2.48080 -2.50153
H -4.97004 0.92329 -2.01060
*
```

Summary:
Frontier orbital gap in eV: 8.58



Entry 2:
The following is a DFT calculation (the ωB97M-V functional and the def2-TZVPD basis) of the ion C22H31F3N3O5P2 with charge +1 in a non-equilibrium geometry.

Structure (ORCA input):
```
! RIJCOSX wB97M-V def2-TZVPD def2/J DEFGRID3
* xyz 1 1
C 8.00493 -2.24190 0.76730
C 6.73497 -1.51216 0.31227
C 6.72906 -0.05066 0.77720
C 6.34147 0.96786 -0.30964
C 5.09040 0.60510 -1.11169
C 3.82237 0.68048 -0.21738
C 2.89040 1.79843 -0.69388
C 1.85466 2.21876 0.36144
C 0.50703 1.47073 0.17242
C -0.62355 2.41649 -0.27523
C -1.95082 1.80145 0.04284
N -2.27840 1.85020 1.31600
N -3.43592 1.33519 1.66806
C -3.73089 1.45897 3.13598
F -2.73557 2.05582 3.72616
F -4.83078 2.13636 3.27546
F -3.86543 0.23978 3.61079
C -4.32864 0.75610 0.87150
P -6.04965 0.21456 1.37356
N -6.94330 1.49856 1.31939
C -3.97558 0.65013 -0.49103
O -4.85854 0.12879 -1.36269
C -5.14021 -1.25586 -1.37033
O -6.15174 -1.56637 -1.85520
C -4.24118 -2.22519 -0.70768
C -2.84755 -2.17379 -0.69527
C -2.09515 -3.15985 -0.06045
C -2.75027 -4.22532 0.55710
C -4.13875 -4.30046 0.53952
C -4.88191 -3.30253 -0.08237
C -2.77023 1.17965 -0.92620
P -2.34774 1.05471 -2.71390
O -3.03092 -0.09888 -3.29508
O -2.69104 2.42484 -3.37915
O -0.77360 0.97594 -2.85991
H 8.82415 -1.90301 0.13985
H 7.89339 -3.31166 0.63136
H 8.25317 -1.99754 1.79400
H 6.70397 -1.58508 -0.77036
H 5.85453 -2.02716 0.69238
H 6.07965 0.10023 1.63496
H 7.73652 0.19137 1.10459
H 6.10403 1.90441 0.19594
H 7.18406 1.14551 -0.97143
H 5.00856 1.33490 -1.91029
H 5.15683 -0.39256 -1.52910
H 4.13436 0.92771 0.79178
H 3.28772 -0.26402 -0.25069
H 3.49523 2.66051 -0.96384
H 2.37482 1.48117 -1.59793
H 1.65981 3.28030 0.26439
H 2.20247 1.99462 1.36218
H 0.62670 0.64330 -0.52453
H 0.20197 1.04336 1.12498
H -0.56207 3.31928 0.32280
H -0.55823 2.68049 -1.32032
H -5.95480 -0.36258 2.64573
H -6.46267 -0.78613 0.48841
H -7.68243 1.37132 0.63575
H -2.32748 -1.38113 -1.20431
H -1.02254 -3.07364 -0.06912
H -2.15748 -4.99136 1.02850
H -4.61849 -5.13216 1.02686
H -5.95655 -3.37359 -0.08686
H -3.56716 2.38579 -3.78861
H -0.45542 0.28449 -2.26269
*
```

Summary:
Frontier orbital gap in eV: 7.07



Entry 3:
The following is a DFT calculation (the ωB97M-V functional and the def2-TZVPD basis) of a structure of composition CHCaF3NO4S2 in a non-equilibrium geometry.

Structure (ORCA input):
```
! RIJCOSX wB97M-V def2-TZVPD def2/J DEFGRID3
* xyz -1 1
N -0.22788 -1.84297 0.17091
S -0.88636 -1.38912 1.70504
O -0.40089 0.54355 2.51573
S -0.26425 -0.83671 -1.00699
O -1.02638 0.44812 -0.76148
O -0.51177 -1.42974 -2.32527
C 1.48222 -0.19219 -1.18060
F 1.85949 0.43173 -0.07334
F 2.30622 -1.20981 -1.39808
F 1.57215 0.65524 -2.19828
Ca -1.77773 1.03192 1.14022
O -1.27156 2.47374 2.51364
H -0.95906 3.35587 2.30413
*
```

Summary:
Frontier orbital gap in eV: 6.89



Entry 4:
The following is a DFT calculation (the ωB97M-V functional and the def2-TZVPD basis) of a structure of composition C29H44AuN4O5SSi in a non-equilibrium geometry.

Structure (ORCA input):
```
! RIJCOSX wB97M-V def2-TZVPD def2/J DEFGRID3
* xyz -1 1
Au 0.99519 1.14297 -0.44440
N 2.44519 2.80977 -0.41950
C 2.20459 4.21527 -0.50010
C 3.30159 5.04347 -0.70130
C 3.19159 6.42547 -0.70360
C 1.94559 6.99827 -0.48400
C 0.85129 6.18727 -0.30580
C 0.93159 4.78267 -0.33900
C -0.35671 4.09497 -0.24450
C -1.25401 4.53427 0.73840
C -2.58251 4.16307 0.73600
C -3.07051 3.34007 -0.27130
C -2.19111 2.84167 -1.21820
C -0.84131 3.17667 -1.20060
H 3.13769 2.54057 -1.11130
H 2.82639 2.52707 0.50450
H 4.26989 4.58377 -0.84830
H 4.06069 7.04537 -0.87540
H 1.82779 8.07307 -0.47010
H -0.12791 6.62707 -0.18300
H -0.88051 5.18017 1.51980
H -3.24901 4.53157 1.50680
H -4.11761 3.08047 -0.31260
H -2.53911 2.18407 -1.99940
S 0.18589 2.42157 -2.40960
C 3.39089 0.81337 4.40100
N 2.10129 1.08747 3.83190
C 0.94499 1.01897 4.60510
C -0.27681 1.15307 3.98380
C -0.31471 1.29647 2.60180
N 0.83879 1.38427 1.87090
C 2.02689 1.31047 2.46320
O 3.08919 1.46497 1.84130
N -1.49881 1.31027 1.89590
H 3.31939 0.80447 5.48780
H 4.10249 1.57787 4.08190
H 3.76039 -0.15683 4.05260
H 1.07569 0.88617 5.66480
H -1.18721 1.12087 4.56260
H -2.27951 1.77397 2.33790
H -1.37221 1.56147 0.92380
C -3.75861 -2.94283 -1.03000
C -2.96211 -1.95483 -0.16530
C -3.59051 -1.82823 1.23000
C -2.93621 -0.58693 -0.84200
O -1.66801 -2.47113 0.01160
Si -0.31691 -2.20613 -0.88430
O 0.37449 -0.82303 -0.60140
O -0.77641 -2.43983 -2.44540
C 0.01149 -2.71153 -3.57740
C -0.69131 -2.06383 -4.77830
C 1.42309 -2.14813 -3.43180
C 0.07779 -4.23343 -3.76550
O 0.67989 -3.47423 -0.54690
C 0.97499 -4.05503 0.69660
C 2.26939 -4.86393 0.51420
C -0.17941 -4.98503 1.09030
C 1.17439 -2.98763 1.77240
H -4.77521 -2.58903 -1.19490
H -3.79351 -3.91903 -0.54920
H -3.24291 -3.04553 -1.98000
H -4.60501 -1.43913 1.15470
H -2.98571 -1.15053 1.82740
H -3.61421 -2.80143 1.71770
H -3.93641 -0.16153 -0.90020
H -2.51881 -0.69103 -1.83800
H -2.28841 0.07687 -0.28130
H -0.70581 -0.98463 -4.64830
H -1.71751 -2.42023 -4.84010
H -0.17421 -2.30793 -5.70430
H 1.36709 -1.08093 -3.23860
H 2.00809 -2.33043 -4.33190
H 1.90359 -2.61583 -2.57880
H -0.92601 -4.63653 -3.88760
H 0.52279 -4.66963 -2.87640
H 0.67409 -4.48973 -4.64020
H 2.14409 -5.59133 -0.28440
H 2.52819 -5.38683 1.43280
H 3.08189 -4.19483 0.24280
H -0.30521 -5.75653 0.33350
H -1.08491 -4.38833 1.12740
H 0.00029 -5.45163 2.05670
H 1.93029 -2.27973 1.44600
H 1.47339 -3.43903 2.71680
H 0.24879 -2.43793 1.90220
*
```

Summary:
Frontier orbital gap in eV: 4.71



Entry 5:
The following is a DFT calculation (the ωB97M-V functional and the def2-TZVPD basis) of an isolated molecule of C21H26N2O4.

Structure (ORCA input):
```
! RIJCOSX wB97M-V def2-TZVPD def2/J DEFGRID3
* xyz 0 1
C 5.42886 1.89210 -0.30136
C 5.65752 0.38502 -0.42313
C 4.36633 -0.37608 -0.31885
C 3.91380 -0.85195 0.90465
C 2.74112 -1.58119 0.99296
C 1.99274 -1.85527 -0.14257
C 0.77306 -2.73650 -0.06807
N -0.40602 -2.11398 -0.62168
C -1.58312 -2.04832 -0.00470
O -1.84483 -2.48269 1.10848
C -2.62152 -1.29447 -0.83928
O -2.34911 -0.85022 -1.94001
N -3.81112 -1.22639 -0.22271
C -4.79722 -0.23507 -0.56666
C -4.60222 1.03439 0.28884
C -3.17476 1.48648 0.16406
C -2.76635 2.28222 -0.89274
C -1.42913 2.58290 -1.04880
C -0.45918 2.08833 -0.18324
O 0.81967 2.45587 -0.49012
C 1.82544 2.42257 0.49724
C -0.86144 1.26232 0.88180
O 0.10605 0.74128 1.70263
C -0.28551 -0.03785 2.80858
C -2.21494 0.99452 1.04054
C 2.42334 -1.34891 -1.36298
C 3.59141 -0.61543 -1.44714
H 6.37083 2.42680 -0.40083
H 4.75121 2.23407 -1.07997
H 4.99339 2.13193 0.66603
H 6.12720 0.17233 -1.38586
H 6.33865 0.06063 0.36638
H 4.49378 -0.66320 1.79713
H 2.41481 -1.95835 1.95137
H 0.97342 -3.66918 -0.61492
H 0.53845 -2.98966 0.96906
H -0.36034 -1.66486 -1.52922
H -3.81986 -1.60910 0.71665
H -4.64630 0.00501 -1.62128
H -5.79814 -0.64888 -0.42227
H -4.84076 0.80668 1.32984
H -5.28663 1.80491 -0.06655
H -3.48996 2.66606 -1.59514
H -1.09259 3.20418 -1.86336
H 1.48704 2.87990 1.43008
H 2.16720 1.40446 0.69530
H 2.64564 3.01090 0.08627
H 0.64276 -0.29915 3.31478
H -0.92085 0.53070 3.49588
H -0.80181 -0.95245 2.50386
H -2.53481 0.36802 1.85884
H 1.85388 -1.54582 -2.26027
H 3.91833 -0.24092 -2.40644
*
```

Summary:
Frontier orbital gap in eV: 8.63



Entry 6:
The following is a DFT calculation (the ωB97M-V functional and the def2-TZVPD basis) of the ion C5H5O4S2 with charge -1 in a non-equilibrium geometry.

Structure (ORCA input):
```
! RIJCOSX wB97M-V def2-TZVPD def2/J DEFGRID3
* xyz -1 3
C 0.30471 -0.35519 0.93509
C -0.42659 -1.33154 0.25912
C 0.44436 0.86097 0.38716
C -0.68577 -1.15871 -1.03758
C -0.15389 1.14431 -0.94954
O 0.20600 3.87273 -2.21438
O 0.48483 3.89084 0.29801
O -1.35153 5.03113 -0.75808
O -0.39601 -0.02033 -1.67426
S -1.66867 2.21862 -0.65604
S -0.41698 3.98150 -0.88756
H 0.71563 -0.33246 1.98348
H -0.47898 -2.32871 0.73035
H 1.11232 1.60598 0.87803
H -1.31652 -1.71199 -1.63046
H 0.38586 1.79505 -1.75536
*
```

Summary:
Frontier orbital gap (alpha / beta) in eV: 5.52 / 6.58



Entry 7:
The following is a DFT calculation (the ωB97M-V functional and the def2-TZVPD basis) of an isolated molecule of C4H10N2O2 in a non-equilibrium geometry.

Structure (ORCA input):
```
! RIJCOSX wB97M-V def2-TZVPD def2/J DEFGRID3
* xyz 0 1
H 3.17560 -0.80389 0.14227
N 2.24086 -1.28484 -0.11436
C 1.27536 -0.53445 0.00057
C -0.08752 -0.98752 -0.39109
C -1.11941 -0.79875 0.47862
C -2.01438 0.37746 -0.05417
O -1.38357 1.61788 -0.34751
N 1.43074 0.79094 0.28465
O 2.53338 1.70499 0.10202
H 0.26224 -2.06451 -0.77677
H -0.45621 -0.43502 -1.23264
H -0.81404 -0.99958 1.64792
H -1.86662 -1.60758 0.43358
H -2.50778 -0.11290 -0.93216
H -2.61873 0.54375 0.84604
H -1.58223 1.91119 0.78211
H 0.54019 1.24953 -0.10913
H 2.99212 1.43328 -0.75996
*
```

Summary:
Frontier orbital gap in eV: 9.34



Entry 8:
The following is a DFT calculation (the ωB97M-V functional and the def2-TZVPD basis) of an isolated molecule of C4H8O2.

Structure (ORCA input):
```
! RIJCOSX wB97M-V def2-TZVPD def2/J DEFGRID3
* xyz 0 1
C -0.20172 0.00321 -1.49048
C -0.06332 -0.44542 -0.05611
O -0.52660 -1.75699 0.15282
C 1.07178 -0.01855 0.83919
C -0.32692 0.44615 1.12480
O -0.50920 1.82540 0.99831
H 0.52898 -0.50987 -2.12845
H -0.05081 1.08002 -1.61172
H -1.20203 -0.26297 -1.85291
H 0.12735 -2.35031 -0.24252
H 1.53344 -0.76561 1.47983
H 1.71647 0.77803 0.47994
H -0.87785 -0.03400 1.93267
H -1.21957 2.01091 0.37464
*
```

Summary:
Frontier orbital gap in eV: 10.53



Entry 9:
The following is a DFT calculation (the ωB97M-V functional and the def2-TZVPD basis) of a cluster of 15 separate species, C4H41N3O14 in total in a non-equilibrium geometry.

Structure (ORCA input):
```
! RIJCOSX wB97M-V def2-TZVPD def2/J DEFGRID3
* xyz 2 1
C -1.13487 -3.17091 2.22364
C -1.68710 -3.33230 0.81457
C -1.66996 -2.07172 -0.08283
C -0.57839 -1.91843 -0.86443
N -0.21876 -0.78801 -1.70140
N -2.75835 -1.27599 -0.04387
N -0.12630 -2.10313 2.30861
H -2.05772 -2.93284 2.81729
H -0.75884 -4.15111 2.50168
H -2.73309 -3.73467 0.87662
H -1.19757 -4.19206 0.37529
H 0.17494 -2.70460 -1.02015
H 0.04607 0.06882 -1.25223
H 0.55226 -1.11251 -2.26668
H -1.08480 -0.52555 -2.22210
H -2.64254 -0.33928 -0.38904
H -3.44075 -1.33996 0.78067
H 0.77946 -2.32331 1.78536
H 0.28655 -1.97909 3.26314
H -0.42092 -1.17308 1.93577
H -4.18082 1.55543 -0.31861
H -4.86519 0.19168 -0.46270
O -4.35453 0.74154 0.17206
H 1.42849 5.26340 0.26249
H 1.98826 4.63791 1.47985
O 1.51835 4.34096 0.68235
H 1.76506 2.16753 0.02232
H 1.93071 1.08777 -1.08703
O 1.42533 1.34573 -0.30136
H -3.18168 0.77273 2.23351
H -3.62765 -0.07085 3.41866
O -3.08454 -0.12007 2.61623
H -3.25631 1.77961 -3.53204
H -2.51454 2.91381 -2.89594
O -2.56430 1.93845 -2.88521
H -1.50132 4.11687 1.21947
H -0.48314 3.17688 0.62459
O -0.87074 3.44563 1.48100
H 4.08979 -1.05751 0.01108
H 5.00259 -1.00096 -1.05338
O 4.04286 -1.14794 -0.95186
H 3.98938 2.78404 -1.95176
H 4.61714 2.54816 -0.51925
O 3.83888 2.43023 -1.07325
H -0.71627 1.78175 -2.81198
H 0.43139 1.18997 -3.84987
O 0.18235 1.48538 -2.97047
H 1.00954 0.51700 2.97801
H -0.05612 1.58097 3.16065
O 0.06050 0.62468 3.09027
H -1.92260 -1.88098 -4.33057
H -1.76472 -2.98061 -3.24734
O -1.60059 -2.04445 -3.43527
H 3.23526 2.05970 1.76136
H 2.00715 1.15141 1.32861
O 2.78858 1.23094 1.97674
H 2.97660 -0.63707 2.50687
H 3.18273 -1.63098 3.51998
O 2.44932 -1.35247 2.94569
H 2.38973 -1.73374 -4.20041
H 3.01127 -2.27597 -2.86392
O 2.36175 -1.67658 -3.24487
*
```

Summary:
Frontier orbital gap in eV: 9.33



Entry 10:
The following is a DFT calculation (the ωB97M-V functional and the def2-TZVPD basis) of the ion C8H15N2 with charge +1 in a non-equilibrium geometry.

Structure (ORCA input):
```
! RIJCOSX wB97M-V def2-TZVPD def2/J DEFGRID3
* xyz 1 1
C -1.85000 -1.40420 -0.15235
C -2.30279 0.02791 -0.03399
C -3.77297 0.32829 0.17486
C -1.37692 0.99778 -0.02738
N -0.44741 1.78598 -0.03194
C 0.75206 2.22053 -0.05284
N 1.86826 1.44674 0.05388
C 1.76591 -0.01521 0.22617
C 2.88752 -0.59553 1.10122
C 1.60952 -0.73193 -1.14253
H -1.35605 -1.63007 -1.22335
H -2.56137 -2.08628 0.23140
H -1.00942 -1.56250 0.49528
H -4.11903 -0.24520 0.99850
H -4.31462 -0.06963 -0.71488
H -4.14555 1.39569 0.40136
H 0.98420 3.29950 -0.31697
H 2.73038 1.91935 -0.24285
H 0.77267 -0.17336 0.73595
H 3.90247 -0.38783 0.72668
H 2.77353 -1.61407 1.23959
H 2.66034 -0.27246 2.11245
H 2.33067 -0.45233 -2.02173
H 0.65840 -0.42074 -1.52806
H 1.56020 -1.76044 -1.00843
*
```

Summary:
Frontier orbital gap in eV: 8.57



Entry 11:
The following is a DFT calculation (the ωB97M-V functional and the def2-TZVPD basis) of a cluster of 2 separate species, C3H4N3 in total in a non-equilibrium geometry.

Structure (ORCA input):
```
! RIJCOSX wB97M-V def2-TZVPD def2/J DEFGRID3
* xyz 1 1
C 4.02342 0.60435 0.32941
C 3.39206 -0.34249 0.04136
C -1.43939 -0.37164 0.42874
N 1.74125 -1.76370 -0.50028
N -0.31226 -0.72025 -0.42366
N 0.73149 -1.27824 -0.29110
H 4.69388 1.40414 0.61848
H -2.36640 -0.72379 -0.08454
H -1.19526 0.66367 0.65277
H -1.35648 -1.12165 1.33134
*
```

Summary:
Frontier orbital gap (alpha / beta) in eV: 7.07 / 7.07